A structure of composition C14H31AuGeNO5. Source: the Open Molecules 2025 dataset; level of theory: ωB97M-V with the def2-TZVPD basis set.

The geometry in XYZ format:
```
53
Properties=species:S:1:pos:R:3:forces:R:3
Au -0.5395 0.6233 -0.6152 -0.12 0.18 -0.15
C -1.5362 1.4189 3.3678 0.30 -0.57 -0.16
C -1.7326 0.2550 2.3709 -1.61 0.80 1.02
C -2.9897 0.5534 1.5314 0.58 -0.40 -0.03
C -1.9210 -1.0684 3.1327 0.23 -0.01 -0.10
O -0.6126 0.1668 1.5652 2.01 -1.33 -0.26
Ge 0.7633 -1.4185 1.2334 -1.13 2.91 -2.49
O 1.6982 0.0129 0.1324 -1.94 -2.58 0.68
C 2.7127 0.8585 0.5350 2.30 1.22 -0.82
C 3.2627 0.4875 1.9071 -0.45 -0.05 -0.01
C 3.8641 0.7009 -0.5189 -0.66 -0.12 0.84
C 2.2359 2.3167 0.5028 -0.29 -0.64 0.52
O -0.3064 -1.6854 -0.3456 0.48 0.95 1.68
C -0.3392 -2.6905 -1.3344 0.09 -1.51 -0.89
C -1.7578 -3.2766 -1.3971 0.41 0.39 0.12
C 0.0694 -2.0761 -2.6804 -0.01 -0.05 0.51
C 0.6547 -3.8064 -0.9688 -0.22 0.56 0.02
H -2.4454 1.5527 3.9450 -0.06 0.05 0.11
H -1.3108 2.3420 2.8393 -0.02 0.07 -0.09
H -0.7129 1.1886 4.0392 0.06 0.08 0.14
H -3.8734 0.5446 2.1623 -0.07 0.00 -0.01
H -3.0911 -0.2058 0.7591 -0.20 -0.17 -0.16
H -2.8988 1.5297 1.0620 -0.06 0.12 0.05
H -2.8032 -1.0203 3.7632 -0.06 -0.02 0.05
H -1.0503 -1.2533 3.7615 0.06 0.02 0.10
H -2.0319 -1.8866 2.4207 -0.11 -0.07 -0.09
H 3.6654 -0.5254 1.8965 0.08 -0.07 -0.06
H 2.4489 0.5398 2.6359 0.02 0.09 0.19
H 4.0515 1.1709 2.2062 0.04 0.01 0.10
H 4.2197 -0.3270 -0.4922 0.13 -0.02 -0.10
H 4.6722 1.3777 -0.2605 0.17 0.03 -0.11
H 3.4970 0.9295 -1.5164 -0.01 0.05 -0.11
H 1.3897 2.4084 1.1832 -0.10 0.24 0.14
H 1.9109 2.5996 -0.4956 0.03 0.01 -0.25
H 3.0310 2.9857 0.8183 -0.01 0.11 0.00
H -2.4830 -2.4809 -1.5547 -0.12 0.06 -0.09
H -2.0039 -3.7830 -0.4664 0.00 -0.06 0.05
H -1.8245 -3.9889 -2.2147 -0.07 -0.06 -0.06
H -0.7393 -1.4550 -3.0577 -0.24 0.11 -0.13
H 0.2793 -2.8475 -3.4175 -0.03 0.01 -0.05
H 0.9624 -1.4679 -2.5350 0.18 -0.02 -0.06
H 0.4127 -4.2187 0.0117 -0.07 -0.13 0.02
H 1.6631 -3.3929 -0.9428 0.21 -0.06 -0.07
H 0.6100 -4.6013 -1.7108 0.10 -0.06 0.10
N -0.3555 1.4290 -2.8792 -0.95 2.67 -1.33
C -0.8201 2.7284 -3.0783 2.21 -3.07 -1.60
C -1.8875 3.3876 -1.5086 -2.15 1.73 2.52
O -2.4703 4.2901 -1.9395 0.41 -0.18 -0.86
O -1.5921 2.6619 -0.6101 0.93 -0.90 -0.54
H 0.6433 1.3064 -3.0239 0.22 -0.05 0.71
H -0.8753 0.7363 -3.4123 -0.13 -0.20 0.28
H -1.6266 2.8537 -3.7879 -0.45 -0.14 0.39
H -0.0867 3.5205 -3.0176 0.10 0.06 0.33
```
Positions in Å, forces in eV/Å.

## Properties
- Frontier orbital gap (alpha / beta): 5.29 / 4.99 eV
- E_tot: -3194.84837 hartree
- E_LUMO (alpha / beta): -10.65 / -10.65 eV
- Total charge: +2
- 2S+1: 2

Atomic partial charges in e from the Löwdin method, atoms 1 to 2:
1. Au 1.011
2. C 0.002

A structure of composition C14H31Cl6N4O5Y. Source: the Open Molecules 2025 dataset; level of theory: ωB97M-V with the def2-TZVPD basis set.

The geometry in XYZ format:
```
61
Properties=species:S:1:pos:R:3:forces:R:3
Y -0.6262 0.0910 2.9581 1.89 -1.71 -4.69
O -0.1442 -0.4665 0.8594 -0.98 0.65 2.35
H 0.2232 -1.0799 0.1936 -0.15 0.35 0.82
C -1.8377 3.2867 -2.6570 -2.47 0.61 0.02
O -2.0844 4.1822 -1.8643 0.90 -0.86 -0.66
N -0.8065 2.4065 -2.5079 2.50 -1.06 0.65
C -0.6329 1.2421 -3.4048 0.10 1.59 0.22
C 0.0917 2.5287 -1.3765 0.39 0.55 0.29
H -2.5257 2.9602 -3.4521 0.16 0.51 -0.16
H -0.9988 1.5523 -4.3836 -0.32 -0.48 0.01
H -1.1878 0.4402 -2.9177 -0.14 -0.44 -0.33
H 0.4338 1.0283 -3.4723 -0.09 -0.16 0.18
H -0.2512 1.8845 -0.5669 -0.34 -0.27 0.11
H 1.1146 2.2033 -1.5662 -0.15 -0.17 -0.63
H 0.1399 3.5557 -1.0147 -0.33 0.01 -0.11
C 2.9155 -0.5939 -1.1045 3.16 0.54 -1.77
O 4.0702 -0.1040 -1.1112 -2.55 -0.41 1.64
N 2.5403 -1.3167 -2.1665 -1.28 -0.74 -0.65
C 1.2268 -1.9477 -2.3304 0.29 -2.03 0.47
C 3.4947 -1.6778 -3.2451 -0.26 0.29 -0.07
H 2.1364 -0.4998 -0.3323 0.15 0.29 0.14
H 0.9422 -2.1019 -3.3712 -0.08 0.89 -0.09
H 0.3667 -1.7453 -1.6921 0.08 1.61 -0.09
H 1.2389 -2.9894 -2.0098 0.86 -0.56 -0.06
H 3.6884 -2.7496 -3.2865 -0.18 -0.07 0.32
H 3.0149 -1.4074 -4.1857 0.17 0.06 -0.10
H 4.4521 -1.1651 -3.1521 -0.38 0.10 0.21
C -2.8298 2.0378 1.1074 -3.21 4.37 -1.46
O -2.3910 1.0973 1.7413 2.17 -2.93 2.90
N -4.1124 2.4531 1.0512 3.37 -1.43 0.84
C -4.4324 3.5389 0.1560 -1.71 0.73 -0.63
C -5.1573 1.7124 1.7196 -1.90 -0.57 -0.44
H -2.2039 2.7862 0.5971 0.34 -0.51 -0.08
H -5.2003 4.1750 0.5962 -0.04 -0.15 0.24
H -4.8881 3.1240 -0.7431 0.01 -0.02 -0.12
H -3.6607 4.2429 -0.1555 0.53 -0.61 0.48
H -5.6690 1.0668 1.0058 -0.05 0.12 -0.47
H -4.9305 0.9840 2.4981 0.98 0.63 0.14
H -5.9386 2.3829 2.0775 0.29 0.18 0.13
C 2.6396 -1.0073 2.7035 5.27 -0.86 -0.23
O 1.5434 -0.8157 3.2190 -4.40 1.59 1.73
N 3.8273 -0.9289 3.3630 -2.90 -0.08 -1.16
C 5.1062 -0.9786 2.6495 0.50 0.15 -0.42
C 3.8929 -0.5976 4.7907 0.34 0.44 -0.18
H 2.7294 -1.3415 1.6583 -0.02 0.26 0.22
H 5.8737 -1.4084 3.2932 -0.26 -0.36 -0.13
H 5.4894 0.0031 2.3708 -0.37 0.38 0.36
H 5.0341 -1.4794 1.6841 -0.20 -0.42 0.29
H 4.5778 -1.2989 5.2673 0.02 0.18 0.01
H 4.2838 0.4195 4.8163 0.23 -0.04 0.46
H 2.9469 -0.6088 5.3322 -0.06 -0.23 -0.51
C -3.2183 -0.8957 -0.9487 0.30 -0.33 -1.02
Cl -4.3556 -1.7930 0.0095 0.26 -0.18 0.28
Cl -4.0886 0.4335 -1.7481 0.26 0.32 0.02
Cl -2.4518 -1.9115 -2.2375 -0.33 0.30 0.59
H -2.3794 -0.5006 -0.3757 -0.36 -0.06 0.17
C -0.2405 -4.3221 1.1668 -0.63 -1.83 -0.42
Cl -1.0926 -5.4872 2.2736 0.29 1.06 -0.64
Cl -0.5779 -4.8062 -0.5577 -0.07 0.59 1.00
Cl 1.4760 -4.4857 1.4342 0.33 0.52 0.15
H -0.5966 -3.3073 1.3445 0.08 -0.25 -0.11
```
Positions in Å, forces in eV/Å.

## Properties
- Frontier orbital gap (alpha / beta): 5.02 / 3.25 eV
- E_tot: -3945.70640 hartree
- E_LUMO (alpha / beta): -11.19 / -12.96 eV
- Total charge: +3
- 2S+1: 2

Atomic partial charges in e from the Löwdin method, atoms 1 to 2:
1. Y 2.012
2. O -0.423

A cluster of 3 separate species, C14H31IO10P in total. Source: the Open Molecules 2025 dataset; level of theory: ωB97M-V with the def2-TZVPD basis set.

The geometry in XYZ format:
```
57
Properties=species:S:1:pos:R:3:forces:R:3
C 0.5795 -1.6992 4.5016 0.11 0.33 -0.15
C 1.8552 -0.9549 4.9114 0.01 -0.45 -0.13
I 1.9485 -0.9639 7.1397 -0.03 0.12 0.05
C 3.1335 -1.5307 4.3572 -0.29 0.11 0.36
P 3.6301 -1.0313 2.5550 0.28 -0.61 -0.31
O 3.5495 0.6767 2.9829 0.14 0.30 0.00
C 2.4345 1.3356 2.4680 -0.11 -0.19 0.37
C 1.7709 0.3864 1.4765 -0.11 0.22 -0.30
C 0.2975 0.7287 1.2336 0.22 -0.37 0.08
O -0.5209 -0.4267 1.1341 -0.29 0.14 -0.11
O -0.2263 -1.0320 -0.1263 -0.22 0.01 -0.19
O 1.9284 -0.8725 2.0351 -0.09 -0.11 -0.12
H -0.1642 -0.9965 4.1287 -0.12 0.02 0.06
H 0.1449 -2.2652 5.3178 -0.02 -0.14 0.03
H 0.8187 -2.3532 3.6690 -0.01 -0.14 -0.03
H 1.7885 0.1018 4.7139 0.02 0.22 0.10
H 3.0628 -2.6184 4.4204 0.12 -0.13 -0.11
H 3.9632 -1.2247 4.9909 0.15 0.10 -0.13
H 5.0166 -1.0755 2.9399 -0.08 0.05 0.06
H 3.6371 -2.4341 2.1599 -0.06 0.16 0.11
H 4.0198 -0.6823 1.1972 -0.04 0.08 0.08
H 2.6876 2.3088 2.0370 0.13 0.05 -0.11
H 1.6995 1.5093 3.2722 -0.01 0.21 0.05
H 2.2908 0.4565 0.5088 0.06 -0.11 -0.01
H 0.1947 1.3112 0.3159 -0.11 0.17 0.02
H -0.1444 1.2787 2.0679 0.01 -0.02 0.09
H 0.2423 -1.8322 0.1412 0.31 0.00 0.23
C -3.9262 0.2468 -1.1468 -0.07 0.17 -0.12
C -3.4434 0.9465 0.1047 0.00 -0.40 0.04
O -3.0866 2.3189 -0.1603 0.06 0.03 0.07
C -4.0960 3.1669 -0.2699 0.05 -0.06 -0.24
O -5.2685 2.9176 -0.1490 -0.08 0.02 0.09
O -3.5961 4.3705 -0.5742 0.02 0.07 0.06
C -4.5811 5.3836 -0.7675 0.01 0.09 -0.01
H -3.1754 0.3239 -1.9344 0.04 -0.06 0.03
H -4.0948 -0.8086 -0.9349 0.03 -0.02 0.02
H -4.8567 0.6814 -1.5123 -0.02 -0.01 0.04
H -2.5321 0.4765 0.4645 0.08 0.13 0.03
H -4.1892 0.9112 0.8979 -0.05 0.11 -0.04
H -5.2413 5.4533 0.0942 -0.03 -0.03 0.00
H -5.1686 5.1786 -1.6615 -0.04 -0.03 0.03
H -4.0325 6.3127 -0.8915 0.04 -0.02 -0.01
C -0.5319 0.3661 -4.4274 -0.01 -0.14 -0.12
C 0.3598 -0.2563 -3.3749 -0.07 0.33 0.15
O 0.4204 -1.6881 -3.5086 0.02 -0.06 0.04
C 1.2071 -2.1417 -4.4728 -0.22 0.00 -0.08
O 1.8695 -1.4837 -5.2337 0.11 0.03 -0.01
O 1.1196 -3.4756 -4.4863 0.05 -0.06 0.04
C 1.8982 -4.1048 -5.5025 0.03 -0.09 -0.01
H -1.5253 -0.0841 -4.3962 -0.02 0.04 0.05
H -0.6296 1.4359 -4.2422 0.00 0.01 0.03
H -0.1225 0.2244 -5.4271 0.04 0.02 0.01
H -0.0433 -0.0914 -2.3785 0.03 -0.13 0.02
H 1.3689 0.1522 -3.4067 0.03 -0.05 -0.08
H 2.9384 -3.7927 -5.4434 0.01 0.04 -0.02
H 1.5009 -3.8678 -6.4887 0.03 0.05 -0.01
H 1.8199 -5.1723 -5.3193 -0.03 0.00 0.03
```
Positions in Å, forces in eV/Å.

## Properties
- Frontier orbital gap: 6.81 eV
- E_tot: -1943.41944 hartree
- E_LUMO: 2.34 eV
- Total charge: -1
- 2S+1: 1

Atomic partial charges in e from the Löwdin method, atoms 1 to 2:
1. C -0.176
2. C -0.747

A structure of composition C14H31N3O2RbV. Source: the Open Molecules 2025 dataset; level of theory: ωB97M-V with the def2-TZVPD basis set.

The geometry in XYZ format:
```
52
Properties=species:S:1:pos:R:3:forces:R:3
N -1.2039 -1.3363 1.0191 1.31 1.14 -1.09
C -2.1679 -1.2390 1.7652 -1.73 0.02 1.47
O -3.1067 -1.1987 2.4838 2.25 -0.06 -1.76
Rb 0.6986 -3.3873 -0.7886 -0.39 -1.41 0.23
V -0.0155 -0.1700 -0.0575 0.25 -0.43 0.49
N -0.5323 -0.6673 -1.8219 0.84 0.34 1.41
N 1.7748 -0.8897 -0.0274 -1.85 2.14 0.90
C -1.9013 -0.3571 -2.2936 -0.72 0.22 -0.15
C 2.6298 -1.3036 1.1284 0.28 -0.59 0.58
C -2.7203 -1.6486 -2.2836 -0.03 -0.50 0.23
C -1.9101 0.2458 -3.6952 0.22 0.21 -0.43
C -2.5443 0.6530 -1.3484 -0.02 0.19 0.12
C 3.7756 -2.1782 0.5861 0.03 0.01 -0.33
C 3.2518 -0.1204 1.8854 0.06 0.27 0.06
C 1.7919 -2.1029 2.1260 -0.03 -0.30 0.43
H -2.2895 -2.4105 -2.9445 -0.15 0.16 0.00
H -3.7427 -1.4460 -2.6253 0.27 -0.03 0.05
H -2.7824 -2.0745 -1.2722 -0.02 0.14 -0.17
H -1.2927 1.1512 -3.7376 -0.09 -0.11 -0.01
H -2.9325 0.5337 -3.9717 0.24 -0.11 0.19
H -1.5610 -0.4481 -4.4665 -0.08 0.07 0.14
H -2.6550 0.2695 -0.3310 -0.09 0.00 -0.07
H -3.5476 0.8886 -1.7181 0.19 -0.02 0.16
H -1.9742 1.5869 -1.3082 -0.07 -0.03 -0.09
H 3.4124 -3.0017 -0.0525 0.15 0.17 0.27
H 4.3480 -2.6175 1.4143 -0.21 0.15 -0.22
H 4.4643 -1.5754 -0.0192 -0.08 -0.18 0.12
H 3.9887 0.4229 1.2852 -0.16 -0.05 0.18
H 3.7929 -0.4963 2.7646 -0.18 0.00 -0.30
H 2.4904 0.5779 2.2548 0.21 -0.14 -0.17
H 0.8738 -1.5805 2.4175 0.20 -0.09 -0.05
H 2.3836 -2.2524 3.0419 -0.20 0.02 -0.34
H 1.5257 -3.1203 1.7931 0.05 0.34 0.02
C 2.4053 0.1016 -0.9154 0.56 0.26 -0.26
H 1.6314 0.7793 -1.3373 0.27 -0.14 -0.20
H 3.1462 0.7544 -0.4191 -0.60 -0.36 -0.01
H 2.9470 -0.3884 -1.7477 -0.51 0.23 0.19
C 0.3241 -1.3280 -2.8392 0.67 0.64 -0.34
H 0.4964 -0.6596 -3.7053 -0.30 -0.29 0.41
H 1.3500 -1.5411 -2.4687 -0.86 0.15 -0.13
H -0.1349 -2.2573 -3.2331 0.04 0.51 0.22
C 0.9123 3.2080 1.8719 0.09 0.25 -0.59
C 0.0796 1.9573 2.0698 0.58 0.14 1.27
C -1.1760 2.2062 2.8771 -0.46 -0.01 -0.36
O -0.2379 1.4055 0.7809 0.16 -2.69 -2.02
H 0.3015 3.9898 1.4078 0.09 -0.08 0.09
H 1.7697 3.0248 1.2110 -0.14 -0.03 0.18
H 1.2945 3.5906 2.8194 -0.13 -0.15 0.02
H 0.6743 1.2118 2.6216 -0.11 0.04 -0.28
H -1.7747 2.9980 2.4206 0.01 -0.05 0.06
H -1.7890 1.3046 2.9505 0.04 0.06 0.02
H -0.9165 2.5097 3.8925 0.11 0.01 -0.10
```
Positions in Å, forces in eV/Å.

## Properties
- Frontier orbital gap (alpha / beta): 7.20 / 7.17 eV
- E_tot: -1834.32789 hartree
- E_LUMO (alpha / beta): -8.97 / -8.99 eV
- Total charge: +2
- 2S+1: 1

Atomic partial charges in e from the Löwdin method, atoms 1 to 2:
1. N 0.010
2. C -0.381

no.,maximum force (hartree/bohr)
1,0.0799
2,0.1092
3,0.0144
4,0.0656